i | C4H10S | the ωB97M-V functional and the def2-TZVPD basis

Structure (XYZ):
```
15
Properties=species:S:1:pos:R:3:nbo_charge:R:1
H 0.554 1.514 3.524 0.2075
C 0.009 1.463 2.582 -0.6004
H 0.026 2.413 2.062 0.2040
H -0.714 0.907 0.203 0.1957
C 0.252 0.417 0.266 -0.4105
H -1.002 1.211 2.878 0.2017
H 0.196 -0.604 2.162 0.1940
H -0.410 -1.639 0.096 0.2087
C 0.617 0.314 1.734 -0.3982
S -0.426 -0.769 -2.160 -0.0353
H 1.695 0.315 1.913 0.2001
H 1.193 -1.347 -0.525 0.2181
H 0.940 1.048 -0.296 0.2085
C 0.193 -0.929 -0.468 -0.5083
H -1.686 -0.485 -1.810 0.1144
```

**Highest occupied orbital energy**: -9.0 eV

---

ii | C4H10S | the ωB97M-V functional and the def2-TZVPD basis

Structure (XYZ):
```
15
Properties=species:S:1:pos:R:3:nbo_charge:R:1
C -0.027 -1.585 0.548 -0.6647
H -0.924 -2.257 0.223 0.2071
H -0.359 -1.587 1.599 0.2329
C -0.231 -0.122 -0.247 -0.2429
H 0.685 0.676 -2.179 0.1362
H 1.031 -1.814 -0.067 0.2660
S 0.037 -0.697 -1.958 -0.0078
H 1.327 0.242 1.438 0.2448
C 0.990 0.565 0.239 -0.6318
C -1.181 0.901 0.163 -0.6170
H -0.712 1.397 1.054 0.2198
H -1.118 1.659 -0.775 0.2247
H 1.954 0.133 -0.687 0.1968
H 0.946 1.729 0.128 0.2196
H -2.418 0.759 0.521 0.2163
```

**Highest occupied orbital energy**: -9.1 eV

---

The energetic minimum among the shown structures is i; the next structure lies 116.9 kcal/mol above.